[1]
A structure of composition C29H34N2O15STa in a non-equilibrium geometry, computed with wB97M-V/def2-TZVPD.

```
82
Properties=species:S:1:pos:R:3:forces:R:3
C 6.928 0.798 -1.728 -0.05 -0.47 -0.18
C 6.909 2.140 -2.671 -0.46 0.65 0.43
C 5.380 2.700 -3.010 -1.52 -0.64 -5.59
O 4.978 2.545 -4.291 2.31 1.42 8.25
O 4.577 3.358 -1.951 2.70 -0.98 -3.26
C 4.247 4.745 -2.315 -0.47 2.67 -0.20
C 2.653 5.134 -2.135 1.70 0.92 0.55
Ta 1.185 3.384 -2.580 -0.23 1.04 0.36
C -0.698 4.644 -1.929 -0.99 0.05 0.53
C -1.991 3.632 -2.074 -0.34 0.74 0.18
C -3.427 4.406 -2.314 0.50 0.66 -0.70
C -3.974 3.948 -3.789 1.30 1.67 0.33
S -4.888 2.314 -3.832 0.66 -0.89 1.00
C -4.140 1.043 -2.679 2.42 -1.82 1.57
N -2.775 0.398 -2.602 -7.64 0.82 2.77
N -2.924 -0.475 -1.499 -4.69 0.59 1.38
C -4.315 -0.454 -0.877 4.14 2.34 -4.59
O -5.076 0.535 -1.660 4.14 -1.21 -0.31
H 7.519 1.018 -0.735 -1.27 -0.64 -1.96
H 5.842 0.369 -1.479 2.40 1.23 -0.48
H 7.466 -0.063 -2.349 -1.04 1.87 1.53
H 7.479 1.874 -3.666 -1.65 0.81 1.83
H 7.475 3.067 -2.176 -1.22 -2.15 -0.86
H 4.587 5.026 -3.421 -0.72 -0.98 2.38
H 4.859 5.437 -1.559 -1.00 -1.58 -1.62
H 2.534 5.520 -1.019 0.11 -0.74 -2.20
H 2.462 6.077 -2.838 0.35 -1.95 1.38
H 0.837 3.987 -4.321 -0.13 -0.17 -0.07
H 2.566 2.366 -3.307 -0.61 0.21 -0.14
H 1.489 2.777 -0.860 -0.01 -0.19 0.12
H 0.087 1.873 -2.818 0.54 0.20 0.21
H -0.625 4.919 -0.781 -0.03 -0.26 -2.18
H -0.809 5.641 -2.559 -0.06 -1.96 1.25
H -2.107 3.012 -1.072 0.53 0.93 -2.31
H -1.799 2.953 -3.012 -0.57 1.01 2.14
H -4.204 4.264 -1.446 1.33 -0.01 -1.82
H -3.231 5.581 -2.382 -0.36 -2.50 0.10
H -4.704 4.783 -4.211 1.06 -2.17 0.81
H -3.045 3.914 -4.533 -2.01 -0.05 1.68
H -4.755 -1.038 0.047 1.02 1.57 -2.38
C -0.658 -0.552 1.521 -0.59 -0.36 0.29
C 0.670 -0.475 1.422 0.73 2.03 -1.08
C 1.548 -1.564 1.933 0.52 -0.51 0.19
O 2.765 -1.474 1.811 -0.74 0.19 -0.01
C 0.907 -2.720 2.579 0.27 0.12 0.00
C -0.421 -2.795 2.680 -0.18 -1.46 0.76
C -1.300 -1.719 2.145 -0.51 0.90 -0.52
O -2.518 -1.825 2.237 0.46 -0.29 0.20
O -1.030 -3.878 3.288 -0.01 1.57 -0.83
O 1.280 0.621 0.839 -0.34 -2.19 1.25
H -1.309 0.231 1.152 0.06 -0.08 -0.08
H 1.558 -3.496 2.961 -0.07 0.06 -0.09
H -1.994 -3.698 3.235 0.41 -0.03 -0.02
H 2.244 0.438 0.887 -0.40 0.23 -0.20
C 5.042 -3.663 2.243 -0.32 -0.23 0.07
C 6.370 -3.586 2.144 0.33 1.54 -0.79
C 7.248 -4.675 2.655 0.82 -0.40 0.18
O 8.465 -4.585 2.533 -0.80 0.15 -0.01
C 6.607 -5.831 3.301 0.27 0.15 -0.10
C 5.279 -5.906 3.402 -0.26 -1.63 0.89
C 4.400 -4.830 2.867 -0.65 0.76 -0.36
O 3.182 -4.936 2.959 0.88 -0.40 0.18
O 4.670 -6.989 4.010 0.06 1.66 -0.89
O 6.980 -2.490 1.562 -0.05 -1.78 0.90
H 4.391 -2.880 1.874 -0.01 -0.03 0.06
H 7.258 -6.607 3.684 -0.04 0.04 -0.03
H 3.706 -6.810 3.958 0.39 -0.05 0.00
H 7.944 -2.673 1.609 -0.42 0.08 -0.04
C -8.419 -3.131 2.868 0.29 0.07 0.10
C -9.428 -2.892 2.029 -1.23 -1.26 0.48
C -9.350 -1.805 1.014 -0.22 0.69 -0.82
O -10.286 -1.622 0.244 0.46 -0.38 0.70
C -8.132 -0.980 0.981 -0.36 -0.09 -0.15
C -7.124 -1.217 1.823 1.22 1.30 -0.40
C -7.192 -2.321 2.819 0.40 -0.65 0.86
O -6.242 -2.527 3.567 -0.62 0.38 -0.68
O -5.978 -0.444 1.799 -1.29 -1.51 0.67
O -10.586 -3.648 2.071 1.15 1.37 -0.64
H -8.462 -3.920 3.609 0.02 0.05 -0.05
H -8.095 -0.182 0.251 0.01 -0.03 0.01
H -5.399 -0.814 2.501 -0.05 0.15 -0.23
H -11.162 -3.282 1.365 0.26 -0.14 0.27
```
Forces are in eV/Å.

Results
charge	-1
gap between HOMO and LUMO	4.1	eV
E_HOMO	-4.6058	eV
maximum force	8.7	eV/Å
energy	-76687.3164	eV


[2]
A structure of composition C8H5O2S in a non-equilibrium geometry, computed with wB97M-V/def2-TZVPD.

```
16
Properties=species:S:1:pos:R:3:forces:R:3
C 1.901 -2.115 -1.553 0.31 1.08 0.64
C 2.010 -1.008 -1.084 -0.97 3.70 0.60
C -1.661 0.647 1.010 -1.18 -1.20 0.46
C -0.266 0.477 1.015 -1.03 1.05 -3.23
C -2.166 1.061 -0.192 -1.82 -1.30 -0.57
C 0.213 0.716 -0.261 0.26 0.57 0.30
C 2.556 1.480 0.360 0.12 -0.81 0.32
C 1.592 0.829 -0.708 1.85 -4.28 0.94
O 2.420 1.119 1.546 -0.10 -0.04 -0.29
O 3.335 2.291 -0.135 0.48 0.70 -0.47
S -0.952 1.208 -1.386 -0.70 -0.16 0.25
H 1.929 -3.116 -1.806 -0.03 -1.23 -0.45
H -2.350 0.165 1.738 0.61 0.91 -0.21
H 0.439 0.412 1.751 1.41 -0.68 2.16
H -3.188 0.735 -0.522 0.89 1.08 0.41
H 1.783 1.176 -1.686 -0.10 0.62 -0.87
```
Forces are in eV/Å.

Results
relative energy (zero: lowest compared OMol25 entry of this formula, charge and spin)	2.6956	eV
charge	-1
gap between HOMO and LUMO	7.7	eV
E_HOMO	-4.6914	eV
maximum force	4.8	eV/Å
energy	-23304.8020	eV


[3]
A structure of composition C61H49N6O3P2S4Y in a non-equilibrium geometry, computed with wB97M-V/def2-TZVPD.

```
126
Properties=species:S:1:pos:R:3:forces:R:3
Y -0.023 0.540 0.566 0.23 0.66 0.73
C 4.608 2.848 0.351 0.04 0.07 0.08
C 3.341 2.330 0.981 -0.02 -0.03 0.18
N 2.214 2.425 0.380 -0.20 -0.10 -0.07
N 2.282 3.101 -0.833 0.00 -0.04 -0.17
C 1.875 2.430 -1.842 -0.05 -0.07 0.16
S 1.282 0.793 -1.913 0.11 0.20 -0.37
S 2.027 3.284 -3.421 0.07 -0.20 -0.04
C 3.792 3.697 -3.383 -0.07 0.13 0.01
C 4.168 5.099 -2.957 0.05 -0.02 -0.03
C 3.387 5.855 -2.091 -0.04 0.02 0.05
C 3.794 7.126 -1.706 0.00 0.00 0.00
C 4.984 7.663 -2.181 -0.01 -0.03 -0.01
C 5.769 6.916 -3.048 -0.02 -0.02 0.01
C 5.360 5.646 -3.430 -0.01 0.01 0.00
C 3.403 1.643 2.288 -0.02 0.12 -0.09
C 4.276 2.080 3.286 -0.03 0.01 0.02
C 4.326 1.469 4.526 -0.02 -0.02 -0.05
C 3.486 0.380 4.770 -0.01 0.04 -0.01
C 2.628 -0.088 3.797 0.07 -0.05 0.05
C 2.569 0.523 2.527 0.06 -0.07 -0.18
O 1.807 0.046 1.589 0.00 -0.19 -0.06
H 4.850 2.225 -0.514 0.01 -0.01 0.00
H 5.446 2.810 1.043 -0.01 -0.01 -0.02
H 4.468 3.865 -0.019 0.00 -0.02 0.00
H 4.166 3.521 -4.393 0.03 -0.01 -0.01
H 4.262 2.962 -2.728 0.03 0.03 0.02
H 2.469 5.427 -1.706 0.05 0.02 -0.02
H 3.176 7.697 -1.024 0.01 0.00 -0.01
H 5.295 8.656 -1.878 0.00 -0.01 0.00
H 6.699 7.322 -3.429 -0.01 0.00 0.00
H 5.975 5.065 -4.110 0.00 0.01 0.00
H 4.907 2.941 3.093 0.00 -0.01 0.01
H 4.999 1.834 5.292 -0.02 0.00 0.00
H 3.498 -0.100 5.743 0.00 -0.01 -0.01
H 1.961 -0.921 3.975 0.01 0.00 -0.01
C -0.111 -3.701 -2.906 -0.01 0.09 -0.03
C -1.045 -3.941 -1.713 -0.09 0.25 0.00
P -0.957 -2.746 -0.246 0.12 -0.32 -0.37
C 0.572 -3.449 0.510 -0.17 -0.08 0.14
C 0.608 -4.557 1.357 -0.01 0.05 0.06
C 1.810 -5.014 1.874 0.04 0.04 -0.02
C 3.001 -4.370 1.555 -0.06 -0.01 0.00
C 2.975 -3.263 0.724 0.00 -0.02 0.01
C 1.768 -2.807 0.207 0.10 0.08 -0.06
C -2.429 -3.445 0.603 0.03 0.09 0.06
C -2.706 -4.802 0.764 -0.05 -0.03 -0.03
C -3.896 -5.219 1.345 0.01 0.00 0.00
C -4.840 -4.286 1.750 0.05 0.04 0.01
C -4.592 -2.934 1.561 0.00 -0.04 0.02
C -3.394 -2.520 0.998 -0.02 0.01 0.01
P 0.417 -1.939 -3.104 -0.01 0.10 0.00
C -0.955 -1.164 -4.042 0.00 -0.04 0.06
C -2.269 -1.280 -3.584 -0.01 -0.03 0.00
C -3.306 -0.607 -4.216 0.03 0.02 0.04
C -3.045 0.218 -5.300 0.00 -0.01 0.01
C -1.737 0.379 -5.737 0.01 -0.01 0.02
C -0.704 -0.305 -5.113 0.06 0.05 0.03
C 1.690 -2.154 -4.414 -0.01 -0.07 0.03
C 2.990 -1.762 -4.107 0.04 0.02 0.01
C 4.027 -1.959 -5.014 -0.04 -0.01 -0.03
C 3.769 -2.547 -6.243 -0.02 0.02 0.03
C 2.473 -2.935 -6.565 0.00 0.00 0.01
C 1.444 -2.738 -5.657 -0.01 0.00 -0.01
H -0.561 -4.076 -3.829 0.01 -0.11 0.02
H 0.827 -4.241 -2.752 0.04 0.02 0.00
H -0.864 -4.935 -1.305 -0.08 -0.10 -0.06
H -2.082 -3.911 -2.051 -0.03 0.00 0.05
H -0.312 -5.036 1.665 -0.02 0.01 -0.02
H 1.813 -5.862 2.550 0.00 0.01 0.00
H 3.938 -4.715 1.976 0.00 0.00 0.00
H 3.887 -2.727 0.493 0.00 0.01 0.01
H 1.774 -1.927 -0.430 -0.02 -0.01 0.02
H -2.008 -5.556 0.423 0.05 0.02 0.02
H -4.083 -6.278 1.480 0.00 0.00 0.00
H -5.760 -4.611 2.222 0.00 0.01 -0.03
H -5.318 -2.192 1.865 0.01 -0.01 0.01
H -3.214 -1.464 0.855 0.01 0.02 -0.02
H -2.498 -1.864 -2.702 0.00 0.01 -0.01
H -4.312 -0.708 -3.827 0.00 0.01 0.02
H -3.850 0.757 -5.785 -0.01 0.01 0.01
H -1.515 1.059 -6.551 0.00 -0.01 0.00
H 0.316 -0.142 -5.442 -0.01 -0.01 -0.01
H 3.177 -1.280 -3.152 -0.01 -0.01 -0.03
H 5.032 -1.645 -4.761 -0.01 0.00 0.00
H 4.573 -2.697 -6.954 0.00 0.00 0.00
H 2.266 -3.391 -7.526 0.00 0.01 0.00
H 0.433 -3.029 -5.920 0.00 0.00 0.01
S -0.697 -1.302 2.629 -0.21 0.04 -0.05
C -2.023 -0.518 3.442 -0.03 -0.27 0.09
C -2.868 -1.355 4.257 0.12 0.16 -0.11
N -3.514 -2.042 4.921 -0.02 -0.03 -0.02
C -2.227 0.826 3.425 -0.18 0.22 0.15
S -1.230 1.993 2.606 -0.01 0.10 -0.14
C -3.331 1.371 4.182 0.17 -0.10 -0.13
N -4.210 1.822 4.775 0.00 0.02 0.02
O -4.167 -0.067 -0.926 0.05 0.00 0.00
C -3.504 0.954 -0.944 -0.04 -0.05 -0.10
N -3.991 2.169 -1.393 0.00 0.05 0.07
C -2.982 3.194 -1.422 -0.03 0.01 0.00
C -1.835 2.384 -0.778 -0.01 -0.10 0.11
O -0.727 2.845 -0.487 0.09 -0.29 0.16
N -2.190 1.117 -0.548 0.01 -0.12 -0.16
C -3.335 4.424 -0.577 -0.01 -0.03 -0.04
C -2.344 5.304 -0.150 0.03 0.02 -0.02
C -2.678 6.441 0.568 -0.02 -0.01 0.00
C -4.004 6.722 0.869 0.01 -0.01 -0.04
C -4.994 5.842 0.459 0.02 -0.03 0.01
C -4.658 4.699 -0.256 0.00 0.02 0.02
C -2.620 3.641 -2.845 -0.02 0.00 0.06
C -3.562 3.569 -3.866 0.00 0.02 -0.03
C -3.269 4.034 -5.141 0.02 -0.03 0.02
C -2.019 4.570 -5.416 -0.01 0.00 0.04
C -1.068 4.628 -4.407 -0.01 0.01 -0.03
C -1.366 4.173 -3.131 0.06 -0.02 0.01
H -4.895 2.219 -1.821 0.00 -0.04 -0.04
H -1.305 5.072 -0.345 -0.03 0.02 -0.01
H -1.892 7.103 0.910 -0.01 -0.01 0.00
H -4.262 7.610 1.432 0.01 -0.01 0.01
H -6.030 6.030 0.711 0.01 0.00 -0.01
H -5.438 4.002 -0.535 0.01 0.01 -0.01
H -4.536 3.135 -3.683 -0.01 0.01 0.01
H -4.016 3.963 -5.922 0.00 0.01 0.01
H -1.785 4.929 -6.411 0.01 -0.01 0.00
H -0.076 5.013 -4.609 -0.03 -0.01 0.01
H -0.606 4.199 -2.359 -0.04 0.02 -0.04
```
Forces are in eV/Å.

Results
relative energy (zero: lowest compared OMol25 entry of this formula, charge and spin)	0.4962	eV
charge	-2
gap between HOMO and LUMO	5.7	eV
E_HOMO	-1.9954	eV
maximum force	1.0	eV/Å
energy	-142106.0471	eV